10
Properties=species:S:1:pos:R:3:lowdin_charge:R:1 method="wB97M-V/def2-TZVPD" energy_ha=-155.84497 e_above_lowest_kj_mol=309.1 largest_force_ev_per_a=0.76 homo_energy_ev=-8.1 lumo_ev=-0.13 homo_lumo_gap_ev=7.97
C -1.648 -0.127 -0.178 -0.15
C -0.358 -0.639 -0.728 0.01
C 0.797 -0.265 -0.011 -0.30
C 1.889 0.509 0.033 -0.02
H -2.428 -0.177 -0.942 0.06
H -1.622 0.874 0.284 0.08
H -1.957 -0.853 0.596 0.09
H 2.691 0.324 0.744 0.04
H 2.025 1.374 -0.606 0.05
H 0.610 -1.021 0.808 0.14